Entry 1:
{"formula": "C5H11N3", "method": "ωB97M-V/def2-TZVPD", "elements": ["C", "C", "C", "C", "N", "C", "N", "N", "H", "H", "H", "H", "H", "H", "H", "H", "H", "H", "H"], "positions_angstrom": [[0.21274, 0.45929, 0.31897], [-0.99140, -0.19331, -0.32493], [1.34363, -1.92730, -0.24054], [1.48771, -0.50409, 0.19178], [0.45420, 1.75688, -0.27210], [-2.24935, 0.67548, -0.01894], [2.64607, -0.10045, 0.47542], [-3.19437, 0.17561, 0.63868], [0.02546, 0.60253, 1.39134], [1.17524, 2.27441, 0.21648], [0.69925, 1.67528, -1.25344], [2.71315, 0.86520, 0.79786], [-3.99114, 0.78984, 0.80349], [-0.86896, -0.23600, -1.40898], [-1.19842, -1.17875, 0.08440], [-2.19192, 1.71679, -0.36430], [0.70122, -2.46517, 0.45458], [0.90430, -1.98612, -1.23459], [2.32257, -2.40011, -0.25517]], "mulliken_charge": [0.166, -0.844, -1.263, 0.627, -0.532, -0.140, -0.716, -0.594, 0.265, 0.279, 0.238, 0.191, 0.253, 0.395, 0.275, 0.409, 0.321, 0.304, 0.364], "e_lumo_ev": 0.94, "smiles": "[H]/N=C(/C)[C@@H](N)C/C=N/[H]", "spin_multiplicity": 1, "e_above_lowest_kcal_mol": 25.66, "e_tot_ha": -361.3485}


Entry 2:
{"formula": "C3H11NOS", "method": "ωB97M-V/def2-TZVPD", "elements": ["C", "N", "C", "C", "S", "H", "H", "H", "H", "H", "H", "H", "H", "H", "H", "H", "O"], "positions_angstrom": [[0.75174, -0.29352, -1.69937], [-0.21554, -0.13053, -0.57466], [0.01254, 1.13159, 0.11990], [-1.05709, 1.43480, 1.16374], [-1.48900, 0.01274, 2.20536], [1.18886, -1.28821, -1.64737], [1.51564, 0.49202, -1.69462], [0.25804, -0.23669, -2.67664], [-1.11952, -0.11664, -1.03044], [0.97598, 1.05295, 0.62195], [0.14126, 1.93380, -0.61999], [-0.70651, 2.25107, 1.78360], [-1.98991, 1.77912, 0.72680], [-0.26009, -0.49046, 2.37938], [1.27068, -2.95067, 0.05137], [0.20555, -1.85525, 0.28292], [0.51737, -2.72613, 0.60806]], "mulliken_charge": [-0.740, -0.235, -0.720, -0.722, -0.200, 0.187, 0.292, 0.313, 0.160, 0.372, 0.463, 0.361, 0.356, 0.095, 0.295, 0.431, -0.708], "e_lumo_ev": 0.84, "smiles": "CNCCS.O", "spin_multiplicity": 1, "e_above_lowest_kcal_mol": 13.96, "e_tot_ha": -649.0598}


Let's list HOMO-LUMO gap in order: 10.00 9.67 eV.